This record from the Open Molecules 2025 dataset describes 2 unconnected molecules or ions with the total composition C32H59BN2O5. The level of theory is the ωB97M-V functional and the def2-TZVPD basis.

Last column: Löwdin charge in e.
Cartesian coordinates (Å):
O: -2.60771 -0.05916 0.54518  -0.061
O: 3.62784 1.68361 4.78352  -0.045
O: -1.23059 1.75747 0.28985  0.021
O: 3.10563 3.71268 3.86827  0.089
O: -2.26661 2.56105 -1.79807  -0.132
N: 0.43496 -4.99429 -1.81746  -0.180
N: -0.36093 6.08839 2.40689  -0.170
C: 0.06390 -4.37378 -0.46438  -0.115
C: -2.51223 5.81683 1.01774  -0.169
C: -4.68588 0.74694 -0.09597  -0.078
C: -1.42104 -4.19465 -0.17038  -0.207
C: 1.50825 7.30871 2.24891  -0.103
C: -2.52979 4.79490 -0.20425  -0.176
C: 1.21575 -0.02735 1.58614  -0.221
C: -0.26555 -6.33158 -2.00376  -0.085
C: 1.15880 7.20685 3.69538  -0.090
C: -0.33726 -0.13796 1.96533  -0.102
C: 1.92933 -5.34838 -1.75539  -0.071
C: 0.38631 -4.36448 -4.36902  -0.167
C: 1.82682 -4.40187 -4.88237  -0.255
C: -5.32996 -0.48157 0.02995  -0.030
C: -0.48433 1.24986 -2.87289  -0.085
C: -3.17062 0.76926 -0.48291  -0.202
C: 2.03361 0.50847 2.84697  -0.203
C: 0.12417 -3.98737 -2.91431  -0.096
C: -0.92322 2.65310 -2.29002  -0.242
C: 4.35988 1.44838 3.56561  -0.189
C: -2.35782 2.19540 -0.39416  -0.417
C: 0.71572 -7.20452 -2.76022  -0.152
C: -0.07460 6.39786 3.73005  -0.093
C: 3.43014 1.03844 2.35021  -0.179
C: -1.53796 5.24212 2.12449  -0.145
C: 0.51330 6.58357 1.44661  -0.073
C: 3.07294 2.94715 4.79997  -0.503
C: 2.60074 -3.10630 -4.66315  -0.095
C: -3.18502 3.39967 0.21789  -0.078
C: 2.07490 -6.79080 -2.22885  -0.145
C: -2.12139 -3.03193 -0.86903  -0.091
C: 2.37905 3.40611 6.12570  0.014
B: -1.19180 0.30317 0.65517  -0.768
H: -3.29548 3.30921 1.33293  0.129
H: 1.63539 -1.00929 1.23876  0.091
H: 1.38201 0.71219 0.74794  0.105
H: 2.26729 -5.26674 -0.72311  0.128
H: -0.97010 3.35359 -3.17823  0.119
H: 5.04576 0.57343 3.75550  0.122
H: -0.94751 -3.82149 -2.85388  0.106
H: -1.21539 -6.17751 -2.51443  0.143
H: 2.41012 7.83904 1.85818  0.077
H: 3.62157 -3.21433 -5.03411  0.080
H: -2.86671 0.25202 -1.44541  0.145
H: -1.44000 -2.19869 -1.05656  0.065
H: 2.66559 -2.83093 -3.60949  0.062
H: -1.98100 -5.11985 -0.33501  0.105
H: 0.51806 -8.26544 -2.59905  0.126
H: 1.72051 7.62493 4.55300  0.074
H: 4.00260 0.27304 1.75345  0.110
H: -1.44125 4.57555 -0.41639  0.098
H: -0.68791 -0.22624 -0.32935  0.090
H: 0.65542 -7.04069 -3.83578  0.103
H: -2.09054 5.00328 3.07410  0.123
H: -1.48738 -3.99929 0.90450  0.125
H: -3.00829 5.22968 -1.11436  0.111
H: 2.12615 -0.30805 3.61744  0.121
H: -2.57995 -3.34342 -1.81160  0.069
H: -0.12272 -5.29809 -4.62053  0.103
H: 2.37671 -5.24094 -4.44976  0.082
H: -0.49394 0.56620 2.83756  0.096
H: -2.29563 6.86769 0.70710  0.106
H: 1.79488 -4.60023 -5.95737  0.116
H: 2.13249 -2.27828 -5.20002  0.086
H: -5.43541 -1.18702 -0.84260  0.054
H: -0.44084 -6.75106 -1.01182  0.139
H: -0.19102 3.10980 -1.58014  0.117
H: -1.13561 4.25012 1.75567  0.128
H: -4.19374 3.37539 -0.27688  0.107
H: 0.60180 -3.42521 -0.39243  0.142
H: -2.93538 -2.65967 -0.24493  0.078
H: -3.55446 5.77457 1.45011  0.104
H: 2.49423 -4.62516 -2.33642  0.113
H: 5.04410 2.30209 3.29733  0.128
H: -5.82595 -0.81585 0.97725  0.053
H: -0.63749 6.11659 4.64076  0.107
H: -5.30760 1.64920 0.10656  0.093
H: 0.13820 1.46729 -3.79461  0.065
H: 3.24306 1.91369 1.67048  0.115
H: 1.43396 1.36833 3.25585  0.109
H: 2.80394 4.40109 6.40241  0.087
H: 2.85535 -6.89707 -2.98342  0.115
H: 0.46430 6.45898 0.34690  0.115
H: -1.42429 0.77286 -3.27612  0.077
H: 0.62172 -3.05526 -2.64356  0.140
H: -0.63725 -1.19371 2.21363  0.090
H: 1.27352 3.54870 5.98858  0.090
H: 0.46977 -5.04823 0.29384  0.129
H: 2.57707 2.66277 6.93922  0.079
H: 0.06676 0.59764 -2.15646  0.048
H: -0.13320 -3.60769 -4.96779  0.132
H: 2.36601 -7.42754 -1.39067  0.120

Values from the calculation:
Kohn-Sham gap, Ha: 0.228
Multiplicity: 1
HOMO, eV: -6.61
Net charge: 0

This record from the Open Molecules 2025 dataset describes 2 unconnected molecules or ions with the total composition C32H59BrF2NO7PSi. The level of theory is the ωB97M-V functional and the def2-TZVPD basis.

Last column: Löwdin charge in e.
Cartesian coordinates (Å):
Br: -2.79811 1.87208 -4.42261  0.819
P: 0.38942 1.45264 1.97760  0.675
Si: -4.94713 -2.33347 -0.52519  0.573
F: -2.68212 -0.92931 -4.57742  -0.004
F: -1.18891 -1.51244 -2.96900  0.068
O: -0.78354 0.28129 1.97097  -0.226
O: 1.50731 1.09528 1.00749  -0.302
O: 2.52063 -4.20654 0.27645  -0.046
O: 1.13037 1.66065 3.47149  -0.240
O: 5.30902 3.00143 -0.03338  -0.163
O: 3.26907 -4.19877 2.45421  0.095
O: -0.07487 1.87772 -1.71446  -0.175
N: -1.64403 0.80836 -3.34323  -0.384
C: 1.15240 0.44636 4.24778  -0.273
C: -0.29773 -1.01887 1.56228  -0.270
C: 3.34733 -3.06751 -0.10152  -0.145
C: -5.75422 1.03542 2.02050  -0.081
C: -0.37257 3.12398 1.59192  -0.203
C: -6.20163 0.35767 -0.81634  -0.091
C: 4.38743 1.94064 1.98561  -0.081
C: -6.36422 2.01795 1.12703  -0.084
C: -6.30649 -3.64657 -0.70458  -0.197
C: 5.70877 5.18191 1.03035  -0.081
C: 0.62969 1.79671 -2.95884  -0.293
C: 5.59914 2.20935 1.11015  -0.275
C: -0.51664 -1.34886 0.04364  -0.061
C: 0.22029 3.07460 -0.99614  -0.211
C: -5.35117 -0.27778 1.48548  -0.082
C: -0.89508 3.24248 0.11154  -0.173
C: 2.04949 1.17018 -2.69619  -0.130
C: -3.94222 -2.06133 -2.12618  -0.235
C: -6.59967 1.66038 -0.27940  -0.077
C: -0.29071 0.95396 -3.97248  -0.196
C: -0.21242 0.17218 5.03125  -0.078
C: 3.47895 -0.93693 -2.38589  -0.172
C: 3.33430 -2.49312 -2.68022  -0.201
C: 0.94418 -4.65599 2.20253  0.009
C: 4.78370 4.29349 0.21549  -0.288
C: -5.55962 -0.62756 0.06335  -0.239
C: 2.03712 -0.29988 -2.14320  -0.187
C: -3.27798 -0.63228 -2.23034  -0.156
C: -2.13862 -0.57294 -3.33487  -0.584
C: 2.38123 -4.31166 1.64855  -0.494
C: 3.93670 -3.40428 -1.54699  -0.157
C: -3.72044 -2.95566 0.82320  -0.195
H: -2.79051 -0.35973 -1.25015  0.112
H: -4.61976 -2.24676 -3.00453  0.086
H: 0.59178 -3.85425 2.90803  0.080
H: -6.37468 0.12943 -1.89469  0.103
H: -1.27861 3.22873 2.26068  0.099
H: 3.79741 4.21729 0.68698  0.100
H: 0.13559 3.94773 -1.70130  0.124
H: 4.23224 -2.92073 0.56393  0.127
H: -3.10612 -3.82456 0.47002  0.045
H: -7.07692 -3.41146 -1.49164  0.037
H: 4.62297 4.75425 -0.76163  0.117
H: -4.32975 -3.18007 1.73762  0.037
H: -0.38531 1.60116 -4.88776  0.069
H: -1.29755 4.28956 -0.00715  0.113
H: -4.87952 -0.97113 2.21784  0.082
H: -0.89742 -1.77740 2.14647  0.116
H: 5.98496 1.25784 0.73694  0.116
H: 0.80428 2.82581 -3.39227  0.143
H: 5.26876 6.17332 1.15861  0.076
H: -1.41972 -1.97875 -0.16788  0.048
H: -0.53492 -0.44825 -0.62524  0.070
H: 3.90813 -2.68563 -3.63469  0.106
H: 4.06479 -0.80427 -1.44163  0.111
H: 1.83746 -0.32391 -1.04576  0.075
H: 2.54263 1.80142 -1.89602  0.120
H: 0.36867 -1.96007 -0.29756  0.075
H: 0.17648 -0.00005 -4.31595  0.123
H: 2.27788 -2.81789 -2.87792  0.108
H: -3.13194 -2.84930 -2.13661  0.087
H: 3.59498 1.44841 1.41385  0.047
H: 1.06477 -5.62414 2.76413  0.091
H: -1.02727 0.87382 4.73173  0.074
H: 0.77622 -1.21544 1.79968  0.094
H: -6.79079 -3.92299 0.27325  0.040
H: 2.67654 -2.17172 -0.11140  0.108
H: -1.76959 2.56736 -0.10902  0.125
H: 5.05076 -3.29116 -1.54066  0.110
H: 3.69920 -4.48111 -1.77815  0.116
H: 1.91905 0.61372 5.05779  0.122
H: 6.67496 5.28750 0.52992  0.082
H: 0.34221 3.94055 1.87662  0.106
H: 0.19387 -4.82674 1.39214  0.077
H: -0.52449 -0.90563 4.92645  0.075
H: -5.55398 1.26610 3.09141  0.093
H: -3.07560 -2.06611 1.08413  0.014
H: -4.01938 0.16436 -2.48485  0.076
H: -0.03404 0.31746 6.13587  0.073
H: 1.50631 -0.45543 3.68346  0.106
H: 1.26576 3.07087 -0.57421  0.115
H: 4.66050 1.29943 2.82708  0.081
H: 3.93282 -0.44866 -3.28116  0.100
H: 1.26720 -0.89922 -2.69070  0.087
H: 5.89928 4.77070 2.02278  0.065
H: 3.96701 2.86378 2.39022  0.068
H: 2.69322 1.28395 -3.60847  0.117
H: 6.41081 2.66446 1.68912  0.103
H: -5.79088 -4.58833 -1.06818  0.041
H: -6.62835 3.00897 1.55471  0.092
H: -7.06880 2.40791 -0.95467  0.092

Values from the calculation:
Kohn-Sham gap, Ha: 0.343
Multiplicity: 1
HOMO, eV: -9.17
Structure (SMILES): CCOP(=O)(CCCO[C@@H](CCCCCCOC(C)=O)CN(Br)C(F)(F)CC[Si](C)(C)c1ccccc1)OCC.CCOCC
Net charge: 0